{
  "formula": "C5H12",
  "method": "ωB97M-V/def2-TZVPD",
  "species": ["C", "C", "H", "H", "H", "H", "C", "C", "C", "H", "H", "H", "H", "H", "H", "H", "H"],
  "positions_angstrom": [[2.9170, -1.7142, 0.4403], [2.4156, -0.5552, 0.8558], [2.8993, -2.0339, -0.5928], [3.6214, -2.2350, 1.0773], [1.6933, 0.0066, 0.2770], [2.7601, -0.1925, 1.8148], [-1.3364, 1.6849, -1.0183], [-2.0548, 0.4554, -0.4895], [-1.1642, -0.4393, 0.3739], [-0.6491, 2.1393, -0.3003], [-2.0034, 2.5352, -1.1905], [-0.7740, 1.5462, -1.9414], [-2.5746, -0.1157, -1.2570], [-2.8889, 0.8318, 0.1177], [-1.8027, -1.1169, 0.9487], [-0.4220, -0.9274, -0.2564], [-0.6364, 0.1306, 1.1407]],
  "forces_ev_per_angstrom": [[0.8, 0.7, -0.1], [0.2, -0.7, -0.1], [-0.7, -0.3, 0.0], [0.0, -0.1, 0.0], [0.3, 0.2, 0.0], [-0.5, 0.2, 0.2], [0.1, 0.9, -0.3], [-0.4, 0.6, 0.8], [-0.5, 0.3, 0.0], [0.2, -0.5, 0.2], [-0.3, -0.3, -0.3], [0.0, -0.2, 0.0], [0.3, -0.1, -0.3], [0.2, -0.1, 0.2], [0.3, -0.4, -0.4], [-0.1, -0.4, 0.2], [0.1, 0.2, -0.2]],
  "mulliken_charge": [-0.50, -0.44, 0.26, 0.24, 0.23, 0.21, -1.15, -0.18, -1.04, 0.30, 0.35, 0.29, 0.30, 0.27, 0.33, 0.25, 0.29],
  "smiles": "C=C.CCC",
  "orbital_gap_ev": 11.253,
  "de_lowest_kj_mol": 151.2,
  "mol_weight_g_mol": 72.15
}